[1]
Density functional theory data (ωB97M-V/def2-TZVPD) for an isolated molecule of C3H2ClF5O at a distorted geometry.

energy relative to the best compared isomer or geometry (same formula, charge and spin)	9.3	kJ/mol
F_max	3.80	eV/A
electronic energy	-1150.29129	a.u.
HOMO-LUMO gap	12.87	eV
2S+1	1
LUMO level	0.7	eV
SMILES	FC(F)(F)COC(F)(F)Cl

Cartesian coordinates (Å):
1 Cl 2.563 -1.015 -0.112
2 F -1.675 -0.857 1.083
3 F 1.000 0.447 1.305
4 F -3.026 0.651 0.286
5 F 2.034 1.506 -0.302
6 F -2.334 -0.947 -0.976
7 O 0.352 0.142 -0.806
8 C 1.395 0.325 0.020
9 C -0.841 0.770 -0.530
10 C -1.963 -0.086 -0.016
11 H -1.234 1.359 -1.375
12 H -0.686 1.507 0.307



[2]
Density functional theory data (ωB97M-V/def2-TZVPD) for a cluster of 2 separate species, C3H2ClFOS in total at a distorted geometry.

energy relative to the best compared isomer or geometry (same formula, charge and spin)	295.3	kJ/mol
F_max	5.41	eV/A
electronic energy	-1148.85828	a.u.
HOMO-LUMO gap	8.66	eV
2S+1	1
LUMO level	-1.3	eV

Cartesian coordinates (Å):
1 Cl 0.453 2.068 -1.248
2 S -1.195 -1.123 1.542
3 F 0.508 -1.793 -0.566
4 O -1.589 1.589 1.050
5 C -0.943 0.580 0.764
6 C 0.772 -0.570 -0.876
7 C -0.003 0.544 -0.537
8 H 0.672 -0.937 1.615
9 H 1.326 -0.358 -1.745



[3]
Density functional theory data (ωB97M-V/def2-TZVPD) for an isolated molecule of C3H2ClFS at a distorted geometry.

energy relative to the best compared isomer or geometry (same formula, charge and spin)	8.8	kJ/mol
F_max	1.77	eV/A
electronic energy	-1073.70737	a.u.
HOMO-LUMO gap	7.93	eV
2S+1	1
LUMO level	-1.2	eV
SMILES	F/C(C=S)=C\Cl

Cartesian coordinates (Å):
1 Cl 0.263 0.677 -2.540
2 S -0.282 -0.749 2.592
3 F -0.228 -1.246 -0.338
4 C -0.019 0.049 0.044
5 C 0.039 0.337 1.437
6 C 0.227 0.991 -0.883
7 H 0.163 1.397 1.690
8 H 0.444 2.047 -0.529



[4]
Density functional theory data (ωB97M-V/def2-TZVPD) for an isolated molecule of C3H2ClN3O2 at a distorted geometry.

energy relative to the best compared isomer or geometry (same formula, charge and spin)	188.9	kJ/mol
F_max	2.49	eV/A
electronic energy	-890.37786	a.u.
HOMO-LUMO gap (spin up / spin down)	8.99 / 8.99	eV
2S+1	1
LUMO level (spin up / spin down)	-1.0 / -1.0	eV

Cartesian coordinates (Å):
1 Cl -2.919 0.675 0.627
2 O -1.379 0.695 -1.338
3 O -0.407 -2.233 0.065
4 N 1.632 0.298 -0.502
5 N 1.042 0.972 0.384
6 N 1.312 -0.926 -0.780
7 C 0.179 -1.194 -0.044
8 C -0.214 0.187 0.702
9 C -1.409 0.622 -0.134
10 H 2.548 0.636 -0.801
11 H -0.385 0.267 1.819